# 1
The following is a DFT calculation (ωB97M-V with the def2-TZVPD basis set) of the ion C4H9N6 with charge +1 in a non-equilibrium geometry.

Structure (XYZ):
```
19
Properties=species:S:1:pos:R:3:mulliken_charge:R:1
C -0.32 -0.78 0.96 0.856
C -0.80 1.40 0.17 0.433
C 1.53 -0.92 -2.19 -0.266
C -1.28 0.03 0.03 -0.806
N 0.94 -0.74 0.97 -0.620
N -1.60 2.05 0.86 -0.515
N 1.07 0.19 -1.83 -0.314
N 0.49 1.69 -0.28 -0.162
N -0.93 -1.42 2.00 -0.416
N 1.34 0.75 -0.68 0.109
H 1.45 -1.11 -3.33 0.286
H 1.90 -1.64 -1.46 0.333
H -1.19 -0.46 -0.96 0.300
H -2.28 -0.08 0.47 0.367
H -1.40 2.96 1.22 0.228
H 0.95 2.57 0.08 0.285
H -1.90 -1.19 2.12 0.229
H -0.31 -1.84 2.70 0.254
H 2.11 0.35 0.02 0.418
```

Calculated values
Spin multiplicity   1
HOMO level (spin up / spin down)   -13.8 / -13.8 eV
Net charge   +1

***

# 2
The following is a DFT calculation (ωB97M-V with the def2-TZVPD basis set) of a cluster of 2 separate species, C4H9NO in total in a non-equilibrium geometry.

Structure (XYZ):
```
15
Properties=species:S:1:pos:R:3:lowdin_spin:R:1
N 0.43 1.36 0.58 0.036
C -0.43 0.68 -0.29 0.103
C -1.35 1.32 -1.08 0.157
C -0.77 -1.64 -1.22 0.273
C -0.33 -0.77 -0.26 0.190
H 0.69 1.01 1.48 0.009
H 0.63 2.30 0.29 0.007
H -1.93 0.73 -1.78 0.031
H -1.84 2.24 -0.80 0.027
H -1.03 -2.67 -1.02 0.035
H -0.94 -1.37 -2.25 0.033
H -0.09 -1.14 0.74 0.018
H 2.62 -0.34 2.54 0.013
H 1.97 -1.29 1.45 0.017
O 2.37 -0.43 1.62 0.052
```

Calculated values
Spin multiplicity   2
Expectation value of S²   0.760
HOMO level (spin up / spin down)   0.7 / -2.5 eV
Net charge   -1

***

# 3
The following is a DFT calculation (ωB97M-V with the def2-TZVPD basis set) of an isolated molecule of C4H9NO in a non-equilibrium geometry.

Structure (XYZ):
```
15
Properties=species:S:1:pos:R:3:mulliken_charge:R:1
C 2.38 -0.27 0.39 -0.788
C 1.52 0.83 -0.15 -0.376
C -0.16 0.08 0.08 0.337
O -0.14 -0.88 0.84 -0.603
N -1.37 0.38 -0.49 -0.188
C -2.59 -0.36 -0.15 -0.826
H 1.57 -1.08 0.16 0.224
H 3.30 -0.55 -0.13 0.310
H 2.60 -0.30 1.47 0.230
H 1.55 1.75 0.44 0.307
H 1.65 0.99 -1.23 0.291
H -1.47 1.14 -1.12 0.200
H -3.38 -0.35 -0.91 0.321
H -2.41 -1.41 0.05 0.276
H -3.05 0.04 0.75 0.284
```

Calculated values
Spin multiplicity   1
Structure (SMILES)   CCC(=O)NC
HOMO level   -9.5 eV

***

# 4
The following is a DFT calculation (ωB97M-V with the def2-TZVPD basis set) of an isolated molecule of C4H9NO in a non-equilibrium geometry.

Structure (XYZ):
```
15
Properties=species:S:1:pos:R:3:mulliken_charge:R:1
C 0.95 -1.68 -0.15 -1.134
C 0.29 -0.57 -0.97 -0.250
C 0.39 0.82 -0.32 -0.746
N -0.25 0.89 1.00 -0.194
C -1.54 1.27 1.13 -0.197
O -2.22 1.62 0.10 -0.515
H 0.88 -2.64 -0.66 0.333
H 2.02 -1.46 0.01 0.294
H 0.48 -1.79 0.83 0.307
H -0.78 -0.79 -1.12 0.276
H 0.75 -0.51 -1.97 0.287
H -0.09 1.57 -0.95 0.310
H 1.45 1.11 -0.19 0.365
H 0.26 0.59 1.81 0.251
H -2.59 1.58 1.44 0.614
```

Calculated values
Spin multiplicity   1
Structure (SMILES)   CCCNC=O
HOMO level   -8.8 eV

***

# 5
The following is a DFT calculation (ωB97M-V with the def2-TZVPD basis set) of an isolated molecule of C4H9NO.

Structure (XYZ):
```
15
Properties=species:S:1:pos:R:3:mulliken_charge:R:1
C -1.44 0.22 1.12 -0.730
C -1.03 -0.58 -1.60 -0.824
N 0.21 -0.22 -1.21 -0.100
C 0.67 -0.28 0.02 0.548
O -0.26 -0.62 0.96 -0.435
C 2.02 0.28 0.39 -0.966
H -2.36 -0.18 0.67 0.285
H -1.32 1.24 0.72 0.318
H -1.55 0.25 2.20 0.251
H -1.51 -1.34 -1.00 0.300
H -1.31 -0.38 -2.62 0.303
H 0.81 0.22 -1.89 0.209
H 2.61 0.50 -0.51 0.312
H 2.64 -0.39 1.01 0.276
H 1.91 1.22 0.95 0.254
```

Calculated values
Spin multiplicity   1
HOMO level (spin up / spin down)   -6.2 / -6.2 eV

***

# 6
The following is a DFT calculation (ωB97M-V with the def2-TZVPD basis set) of a cluster of 2 separate species, C4H9NO in total.

Structure (XYZ):
```
15
Properties=species:S:1:pos:R:3:mulliken_charge:R:1
C -0.72 0.26 -0.62 -1.043
C 0.60 -0.22 -0.74 0.807
C 1.79 0.65 -1.01 -1.091
N 0.82 -1.47 -0.34 -0.337
O -0.25 -2.05 0.10 -0.405
H -1.53 -0.37 -0.96 0.468
H -0.90 1.33 -0.66 0.373
H 2.60 0.44 -0.31 0.305
H 2.18 0.49 -2.03 0.278
H 1.53 1.71 -0.93 0.321
C -1.23 -0.05 1.45 -0.963
H -1.57 -0.78 2.20 0.386
H -0.38 0.50 1.86 0.257
H -2.07 0.62 1.27 0.332
H -0.87 -1.07 0.73 0.311
```

Calculated values
Spin multiplicity   1
Structure (SMILES)   C=C(C)N=O.C
HOMO level   -8.7 eV

***

# 7
The following is a DFT calculation (ωB97M-V with the def2-TZVPD basis set) of a cluster of 2 separate species, C4H9NO in total in a non-equilibrium geometry.

Structure (XYZ):
```
15
Properties=species:S:1:pos:R:3:mulliken_charge:R:1
C 1.00 0.93 -1.01 -1.011
N 0.26 0.11 -0.06 0.048
C 1.04 -1.04 0.37 -0.933
C -1.01 -0.26 -0.58 -0.332
C -2.12 -0.28 0.14 0.351
O -3.13 -0.36 0.73 -0.360
H 1.20 0.41 -1.96 0.347
H 1.96 1.23 -0.57 0.322
H 0.43 1.84 -1.23 0.332
H 1.97 -0.70 0.83 0.314
H 0.48 -1.61 1.11 0.285
H 1.30 -1.72 -0.47 0.343
H -1.13 -0.59 -1.61 0.312
H -0.97 1.20 1.87 -0.119
H -1.27 0.85 2.46 0.101
```

Calculated values
Spin multiplicity   1
Structure (SMILES)   CN(C)C=C=O.[H][H]
HOMO level   -8.6 eV

***

# 8
The following is a DFT calculation (ωB97M-V with the def2-TZVPD basis set) of an isolated molecule of C4H9NO in a non-equilibrium geometry.

Structure (XYZ):
```
15
Properties=species:S:1:pos:R:3:mulliken_charge:R:1
O -2.25 1.39 -0.25 -0.532
C -0.80 1.27 -0.11 -0.786
C -0.25 0.02 0.48 0.172
C 0.00 -1.28 -0.42 -0.469
N 1.36 -0.83 -0.54 -0.447
C 1.33 0.04 0.60 -0.625
H -2.54 0.62 -0.83 0.316
H -0.39 2.14 0.50 0.273
H -0.36 1.32 -1.13 0.367
H -0.78 -0.14 1.41 0.315
H -0.59 -1.33 -1.38 0.248
H -0.10 -2.23 0.14 0.282
H 2.09 -1.53 -0.52 0.219
H 1.77 0.98 0.46 0.392
H 1.52 -0.45 1.57 0.276
```

Calculated values
Spin multiplicity   1
Structure (SMILES)   OCC1CNC1
HOMO level   -9.0 eV

***

# 9
The following is a DFT calculation (ωB97M-V with the def2-TZVPD basis set) of a cluster of 2 separate species, C4H9NO in total in a non-equilibrium geometry.

Structure (XYZ):
```
15
Properties=species:S:1:pos:R:3:mulliken_charge:R:1
H 1.63 1.84 0.04 0.268
N 1.50 0.83 -0.03 -0.706
C 0.84 0.38 1.02 0.176
C 0.80 -1.07 1.36 -1.031
H 0.55 1.09 1.81 0.372
H 1.42 -1.26 2.24 0.355
H 1.14 -1.68 0.52 0.296
H -0.23 -1.35 1.61 0.283
C -1.11 -0.37 -1.57 -0.899
C -1.03 0.82 -0.65 0.276
O -1.95 1.24 0.05 -0.543
H -2.02 -0.94 -1.38 0.287
H -0.25 -1.03 -1.43 0.252
H -1.11 -0.01 -2.60 0.324
H -0.18 1.52 -1.01 0.291
```

Calculated values
Spin multiplicity   1
Structure (SMILES)   [H]/N=C/C.CC=O
HOMO level   -9.5 eV

***

# 10
The following is a DFT calculation (ωB97M-V with the def2-TZVPD basis set) of an isolated molecule of C4H9NO.

Structure (XYZ):
```
15
Properties=species:S:1:pos:R:3:mulliken_charge:R:1
C -1.92 -0.05 -0.08 -0.825
N -0.50 -0.01 -0.41 0.004
C 0.54 -1.00 0.07 -0.522
C 1.54 0.06 -0.45 -0.626
O 2.83 0.11 0.10 -0.257
C 0.48 1.07 0.02 -0.522
H -2.07 -0.02 1.00 0.300
H -2.42 0.81 -0.55 0.321
H -2.35 -0.97 -0.48 0.321
H 0.45 -2.00 -0.36 0.290
H 0.38 -1.06 1.18 0.287
H -0.31 -0.03 -1.42 0.432
H 2.79 0.14 1.07 0.225
H 0.31 1.17 1.12 0.285
H 0.32 2.04 -0.46 0.289
```

Calculated values
Spin multiplicity   1
HOMO level   -6.3 eV

***

# 11
The following is a DFT calculation (ωB97M-V with the def2-TZVPD basis set) of a cluster of 2 separate species, C4H9NO in total in a non-equilibrium geometry.

Structure (XYZ):
```
15
Properties=species:S:1:pos:R:3:mulliken_charge:R:1
C -0.28 -1.22 0.65 -0.514
C -0.67 2.11 -1.18 -0.482
C 1.98 -1.33 1.55 -0.814
C -1.44 1.03 -1.13 -0.416
N 0.67 -0.79 1.34 0.352
O 0.52 0.49 2.04 -0.506
H -0.04 -2.20 0.22 0.190
H 0.32 2.01 -1.41 0.250
H -1.04 3.07 -1.03 0.268
H -0.43 0.76 1.91 0.388
H 2.13 -1.85 2.50 0.292
H 2.51 -1.90 0.74 0.312
H 2.62 -0.34 1.66 0.283
H -1.00 0.05 -1.33 0.153
H -2.53 1.11 -1.09 0.244
```

Calculated values
Spin multiplicity   1
HOMO level   -8.4 eV

***

# 12
The following is a DFT calculation (ωB97M-V with the def2-TZVPD basis set) of an isolated molecule of C4H9NO in a non-equilibrium geometry.

Structure (XYZ):
```
15
Properties=species:S:1:pos:R:3:mulliken_charge:R:1
C 1.13 0.73 -0.76 -1.526
C 0.07 -0.10 -0.04 1.190
C -1.30 -0.11 -0.84 -1.258
C 0.00 0.19 1.53 -0.430
O 0.41 -1.13 1.79 -0.296
N 0.63 -1.45 0.40 -0.424
H 0.89 0.80 -1.81 0.367
H 2.08 0.22 -0.65 0.399
H 1.33 1.69 -0.16 0.251
H -1.10 0.17 -1.99 0.269
H -1.89 0.70 -0.45 0.306
H -1.91 -1.01 -0.84 0.391
H 0.78 1.06 1.80 0.204
H -1.05 0.39 1.88 0.249
H -0.07 -2.17 0.14 0.307
```

Calculated values
Spin multiplicity   1
Structure (SMILES)   CC1(C)CON1
HOMO level   -8.8 eV

***

Question: Look up the spin multiplicity of the eleventh one.
Answer: 1